Computed, not measured: a molecular structure, C22H30Br36Cl2F3O2PS, with ωB97M-V with the def2-TZVPD basis set.

CARTESIAN COORDINATES (ANGSTROEM)
C  5.665  2.136  -1.440
C  4.107  2.421  -1.200
C  3.849  4.023  -1.237
C  2.659  4.294  -0.183
C  1.293  4.152  -1.039
C  0.088  3.972  -0.008
P  -1.317  2.881  -0.626
C  -0.736  1.476  0.510
Cl  -1.234  1.586  2.284
C  0.042  0.368  0.146
C  0.529  0.187  -1.356
Cl  0.558  -0.909  1.346
S  -2.204  4.478  -1.854
O  -3.588  4.757  -1.329
O  -1.367  5.716  -1.964
C  -2.402  3.788  -3.602
F  -3.053  4.722  -4.400
F  -3.077  2.571  -3.623
F  -1.086  3.621  -4.097
H  5.937  2.488  -2.498
H  5.914  1.030  -1.343
H  6.301  2.755  -0.736
H  3.500  1.921  -2.014
H  3.844  2.061  -0.152
H  4.786  4.617  -0.982
H  3.533  4.339  -2.292
H  2.692  3.606  0.716
H  2.803  5.379  0.160
H  1.376  3.341  -1.823
H  1.158  5.177  -1.529
H  0.486  3.479  0.945
H  -0.301  4.990  0.333
H  -2.548  2.909  0.138
H  -1.321  2.065  -1.797
H  0.894  -0.896  -1.451
H  1.380  0.866  -1.665
H  -0.381  0.247  -2.062
C  4.713  0.914  -5.055
Br  5.132  -0.265  -6.536
Br  3.868  2.553  -5.653
Br  3.662  0.018  -3.696
H  5.657  1.193  -4.593
C  -2.725  -2.396  -1.058
Br  -1.504  -3.820  -1.546
Br  -2.673  -2.025  0.838
Br  -2.416  -0.793  -2.099
H  -3.729  -2.743  -1.292
C  2.344  -3.241  -6.753
Br  2.900  -4.818  -5.773
Br  1.372  -3.701  -8.366
Br  1.344  -2.013  -5.636
H  3.249  -2.724  -7.063
C  -2.700  -6.705  -4.390
Br  -2.939  -7.442  -2.613
Br  -0.929  -5.953  -4.625
Br  -3.119  -8.000  -5.770
H  -3.409  -5.888  -4.494
C  9.055  -0.612  -5.018
Br  9.337  0.505  -6.577
Br  8.135  0.345  -3.602
Br  8.152  -2.265  -5.469
H  10.037  -0.879  -4.635
C  -2.338  0.627  6.020
Br  -1.894  -0.838  4.836
Br  -2.174  0.127  7.886
Br  -1.304  2.214  5.604
H  -3.384  0.870  5.847
C  -2.958  4.557  8.793
Br  -2.051  5.413  7.312
Br  -4.321  3.321  8.181
Br  -1.710  3.711  10.011
H  -3.466  5.340  9.351
C  -1.788  -4.975  3.582
Br  -1.351  -6.428  2.375
Br  -1.602  -5.498  5.438
Br  -0.772  -3.376  3.177
H  -2.835  -4.734  3.424
C  -6.338  -2.296  3.174
Br  -5.130  -3.729  2.675
Br  -6.272  -1.932  5.077
Br  -6.033  -0.696  2.125
H  -7.346  -2.637  2.950
C  -3.443  -9.244  3.913
Br  -2.871  -10.837  4.858
Br  -4.338  -9.676  2.249
Br  -4.526  -8.093  5.034
H  -2.546  -8.686  3.656
C  -6.838  6.625  7.167
Br  -7.092  5.919  8.955
Br  -5.058  7.354  6.927
Br  -7.269  5.314  5.806
H  -7.538  7.449  7.049
C  5.020  -4.204  -1.930
Br  6.012  -5.698  -2.668
Br  5.648  -2.508  -2.628
Br  3.108  -4.419  -2.171
H  5.207  -4.197  -0.859

Computed properties:
LUMO level	-0.0173	Ha
E_tot	-95630.46977	Ha
HOMO-LUMO gap	9.005	eV